{"formula": "C45H43BrN10O7SV", "method": "ωB97M-V/def2-TZVPD", "de_lowest_ev": 0.350, "s_squared": 3.756, "orbital_gap_ev": [6.773, 8.777], "multiplicity": 4, "total_energy_ev": -183167.273, "homo_energy_ev": [-6.74, -8.75], "lumo_ev": [0.0, 0.0], "elements": ["Br", "V", "S", "O", "O", "O", "O", "O", "O", "O", "N", "N", "N", "N", "N", "N", "N", "N", "N", "N", "C", "C", "C", "C", "C", "C", "C", "C", "C", "C", "C", "C", "C", "C", "C", "C", "C", "C", "C", "C", "C", "C", "C", "C", "C", "C", "C", "C", "C", "C", "C", "C", "C", "C", "C", "C", "C", "C", "C", "C", "C", "C", "C", "C", "C", "H", "H", "H", "H", "H", "H", "H", "H", "H", "H", "H", "H", "H", "H", "H", "H", "H", "H", "H", "H", "H", "H", "H", "H", "H", "H", "H", "H", "H", "H", "H", "H", "H", "H", "H", "H", "H", "H", "H", "H", "H", "H", "H"], "positions_angstrom": [[-2.117, 3.922, 0.988], [-0.320, -0.180, -0.174], [4.753, 1.544, -2.865], [-2.079, 0.207, -3.967], [2.635, -0.958, 1.359], [5.771, 0.941, -3.654], [1.659, -0.861, -0.682], [-5.838, -5.525, -1.226], [3.980, 2.625, -3.367], [-0.670, 0.151, -2.176], [-1.099, -2.232, -0.779], [3.704, 0.401, -2.400], [0.540, 1.784, 0.399], [-1.880, 2.359, -1.238], [-4.161, -5.801, 0.296], [-3.593, -0.486, 2.442], [0.024, -0.254, 2.084], [1.329, 3.279, 1.824], [-4.425, -3.779, -0.860], [-2.350, 0.040, 0.675], [-1.976, 4.699, -1.767], [-1.513, -4.504, 3.349], [-1.504, 0.669, -2.989], [2.662, -1.018, 0.119], [3.984, -0.963, -2.101], [-2.525, -3.897, -2.479], [6.550, 3.002, 1.053], [1.454, 3.807, 0.496], [1.015, 2.844, -0.394], [5.202, 2.680, 1.004], [6.800, 2.308, -1.221], [-6.472, 0.252, 0.117], [-5.908, -0.025, 1.347], [-1.855, -5.625, 1.247], [-3.685, -4.525, 2.286], [-1.802, 3.052, -3.517], [1.919, 5.037, 0.015], [-1.243, -3.505, -2.786], [-2.859, -4.136, 3.352], [-0.542, -2.599, -1.957], [2.018, 5.144, -1.389], [-3.711, 0.226, 0.291], [-1.836, 4.386, -3.126], [1.095, 2.973, -1.793], [-3.081, -3.492, -1.282], [7.364, 2.716, -0.039], [-2.369, -0.363, 1.877], [-4.500, -0.110, 1.437], [4.684, 2.187, -0.188], [-1.752, 2.083, -2.529], [3.970, -1.327, -0.580], [1.629, 4.124, -2.261], [-5.628, 0.422, -1.013], [-2.021, 3.625, -0.891], [-3.212, -5.326, 1.266], [-4.866, -5.042, -0.681], [-0.593, -4.079, 4.479], [-4.259, 0.423, -0.977], [-1.003, -5.232, 2.271], [5.461, 2.075, -1.330], [7.103, 3.653, 2.307], [-2.342, -2.659, -0.474], [0.324, 1.063, 2.665], [-1.186, -0.779, 2.673], [0.786, 2.025, 1.650], [-6.511, -0.193, 2.198], [-6.071, 0.610, -1.972], [-3.701, 0.561, -1.893], [7.595, 4.554, 2.094], [0.069, -4.870, 4.781], [-0.781, -3.716, -3.753], [7.373, 2.081, -2.079], [-4.743, -4.312, 2.253], [6.320, 3.882, 2.996], [4.541, 2.797, 1.928], [-1.372, -0.476, 3.708], [-3.797, -1.029, 3.259], [0.809, 2.073, -2.416], [-4.349, -6.837, 0.231], [2.820, 0.808, -2.070], [2.319, 5.850, 0.604], [-3.247, -3.600, 4.180], [0.393, -2.099, -2.253], [0.020, -3.215, 4.168], [0.896, -0.830, 2.080], [-1.085, -3.779, 5.403], [-3.181, -4.480, -3.194], [-5.151, -3.350, -1.429], [4.807, -0.813, -0.022], [-1.219, -1.861, 2.634], [0.021, -5.652, 2.299], [-1.711, 2.817, -4.577], [3.385, -1.635, -2.651], [1.062, 0.984, 3.491], [-7.548, 0.267, 0.034], [4.122, -2.403, -0.468], [2.374, 6.068, -1.829], [1.727, 3.698, 2.663], [-2.029, 5.701, -1.386], [7.873, 3.014, 2.745], [-0.562, 1.513, 3.145], [8.429, 2.876, -0.102], [-1.528, -6.334, 0.470], [-1.685, 5.156, -3.902], [3.638, 1.913, -0.217], [1.776, 4.229, -3.332], [5.022, -1.080, -2.490], [-2.760, -2.335, 0.457]], "forces_ev_per_angstrom": [[-0.22, 0.16, 0.08], [0.51, 0.12, 0.02], [-0.43, -0.71, 1.14], [0.46, -0.01, 0.22], [-0.21, 0.00, -0.05], [0.69, -0.27, -0.30], [0.24, 0.19, 0.79], [0.06, 0.29, -0.09], [-0.39, 0.61, -0.35], [0.36, -1.11, -0.71], [-0.09, 0.42, -0.53], [-1.63, 1.36, -0.17], [0.19, -0.93, -1.12], [-0.03, 0.38, 0.14], [-0.06, -1.13, -1.03], [-1.16, 0.67, -1.08], [0.33, 0.36, 0.13], [0.04, 0.02, -1.25], [-0.29, 1.28, -0.92], [-0.58, 0.96, -1.74], [0.02, -0.37, -0.42], [0.31, 0.42, 0.43], [-0.20, 0.17, 1.31], [-0.77, 0.19, -0.64], [2.59, -0.14, 1.34], [-1.18, -1.00, -0.95], [0.50, 0.41, 0.96], [0.56, 1.05, 0.89], [-0.47, -0.72, 1.04], [-0.70, -0.09, 0.43], [0.01, -0.38, -0.19], [1.19, -0.20, -0.22], [1.27, -0.15, -0.20], [-0.01, -1.27, -0.59], [-0.10, 0.03, 0.73], [0.27, 1.06, -0.12], [0.53, -0.31, -1.35], [1.25, 1.10, -0.52], [0.32, -0.68, -1.54], [-1.39, -0.74, 0.44], [-0.29, 0.36, 0.96], [0.91, -1.14, 1.38], [0.07, 0.25, -0.04], [-0.46, -2.44, 0.71], [-0.08, 0.41, 0.58], [-0.11, 0.48, -0.30], [0.22, -0.45, 1.95], [-0.43, 0.52, -1.55], [-0.92, 0.18, 0.23], [-0.98, 0.61, -1.32], [0.89, 0.76, -0.28], [0.26, 0.64, -0.67], [-1.17, 0.26, 0.02], [0.30, -0.56, -0.42], [-0.21, 0.51, -0.29], [0.42, -2.85, 1.86], [-0.02, 0.57, -0.20], [-0.09, 0.04, 0.90], [-0.01, -0.69, 0.12], [-0.58, -0.19, 0.57], [0.14, -1.55, -0.58], [1.33, -0.24, -0.31], [0.52, 0.20, 1.24], [-0.08, -0.50, -0.19], [0.07, 0.99, -1.08], [-0.63, -0.22, 0.80], [-0.38, -0.03, -0.29], [0.13, -0.06, 0.25], [0.66, 1.40, -0.54], [0.47, -0.43, -0.13], [-0.31, -0.19, 0.29], [0.89, 0.02, -0.75], [-0.11, 0.23, 0.28], [-0.44, -0.11, 0.62], [0.99, -0.15, -1.50], [0.31, -0.07, 0.17], [-0.08, 0.09, 0.18], [0.35, 1.36, 0.67], [0.30, 1.89, 0.17], [0.41, -0.50, -0.29], [-0.19, -0.08, 0.31], [-0.40, 0.47, 0.66], [-0.48, -0.53, 0.33], [-0.08, -0.38, 0.06], [-0.56, 0.21, 0.10], [-0.47, 0.05, -0.16], [1.09, 0.58, 0.84], [0.39, 0.43, -0.06], [-0.84, -0.52, -0.59], [0.40, -0.43, 0.11], [-0.61, 0.63, -0.08], [-0.04, -0.26, 0.38], [-0.99, -0.57, -0.63], [-0.17, -0.06, -0.39], [-0.02, 0.13, -0.18], [0.14, -0.02, -0.05], [0.13, -0.04, 0.18], [-0.36, -0.34, -0.46], [0.05, 0.27, -0.04], [-0.20, -0.09, 0.31], [0.00, -0.32, -0.29], [0.20, 0.20, 0.68], [0.13, 0.59, 0.30], [-0.35, -0.27, 0.68], [-0.11, 0.01, -0.04], [0.02, 0.15, 0.17], [-0.56, -0.37, 0.34], [-0.15, 0.08, 0.30]], "mulliken_spin": [0.000, 2.796, 0.000, 0.010, -0.001, 0.000, -0.015, 0.000, 0.000, -0.030, 0.049, 0.003, -0.135, 0.043, 0.000, 0.004, 0.083, 0.005, 0.000, -0.035, 0.000, 0.002, 0.003, 0.055, 0.007, 0.013, 0.000, -0.015, 0.064, 0.000, 0.000, 0.000, 0.001, 0.000, -0.001, -0.006, 0.002, -0.006, -0.001, 0.026, -0.002, 0.066, 0.000, 0.002, -0.014, 0.000, 0.002, 0.000, 0.003, -0.027, 0.001, 0.001, 0.001, 0.009, 0.000, 0.000, 0.000, 0.011, 0.000, -0.001, 0.000, -0.004, 0.019, -0.087, 0.036, 0.000, 0.000, -0.001, 0.000, 0.000, 0.000, 0.000, 0.000, 0.000, 0.000, 0.002, 0.000, 0.002, 0.000, 0.003, 0.000, 0.000, -0.006, 0.000, 0.025, 0.000, 0.000, 0.000, -0.001, 0.043, 0.000, 0.000, 0.000, -0.001, 0.000, 0.000, 0.000, 0.000, 0.000, 0.000, -0.002, 0.000, 0.000, 0.000, 0.001, 0.000, 0.000, 0.000]}

***

{"formula": "C45H43Cl4CsN11O2", "method": "ωB97M-V/def2-TZVPD", "de_lowest_ev": 0.601, "charge": -1, "orbital_gap_ev": 6.114, "total_energy_ev": -118489.475, "homo_energy_ev": -4.10, "lumo_ev": 2.0, "elements": ["Cs", "Cl", "Cl", "Cl", "Cl", "O", "O", "N", "N", "N", "N", "N", "N", "N", "N", "N", "N", "N", "C", "C", "C", "C", "C", "C", "C", "C", "C", "C", "C", "C", "C", "C", "C", "C", "C", "C", "C", "C", "C", "C", "C", "C", "C", "C", "C", "C", "C", "C", "C", "C", "C", "C", "C", "C", "C", "C", "C", "C", "C", "C", "C", "C", "C", "H", "H", "H", "H", "H", "H", "H", "H", "H", "H", "H", "H", "H", "H", "H", "H", "H", "H", "H", "H", "H", "H", "H", "H", "H", "H", "H", "H", "H", "H", "H", "H", "H", "H", "H", "H", "H", "H", "H", "H", "H", "H", "H"], "positions_angstrom": [[0.890, -0.664, -2.153], [-4.125, -1.786, -3.294], [-1.339, -2.561, -3.612], [-3.319, -4.535, -2.840], [-3.411, 5.459, -4.877], [-3.287, 2.039, -1.691], [-2.780, 4.206, 3.186], [4.845, -0.397, -3.207], [3.628, 1.236, -1.929], [0.730, 1.489, 0.748], [0.935, -1.541, 2.217], [-1.609, 0.492, -2.413], [2.430, -3.335, -1.896], [-2.372, -2.253, -0.197], [3.184, -0.511, 1.074], [-0.945, 2.836, 1.123], [0.064, 3.328, 1.877], [4.073, -1.290, -2.742], [-2.832, -2.825, -2.709], [-3.705, 0.813, 1.712], [-3.265, 6.066, -0.931], [1.042, 2.483, 1.619], [-0.329, -6.086, -0.297], [0.772, -5.104, -2.205], [-4.591, 3.789, 1.638], [4.568, -3.422, 2.872], [-4.801, 4.610, -2.713], [4.872, 1.898, -3.858], [-0.167, -5.976, -1.672], [2.227, -3.261, 3.354], [1.578, -4.314, -1.377], [-2.443, 1.264, -2.079], [-3.238, 3.294, 2.182], [0.477, -5.319, 0.535], [5.833, -2.918, -3.246], [4.389, 0.925, -2.977], [3.644, -3.619, -2.280], [3.328, 2.522, -1.730], [4.211, -4.960, -2.234], [2.120, -2.146, 2.503], [-2.064, 1.434, 3.508], [1.417, -4.448, 0.003], [-2.262, 3.439, 1.011], [6.305, -4.193, -3.206], [-0.527, 1.756, 0.460], [-0.147, -3.093, 3.685], [-4.303, 5.284, -0.440], [-3.759, 5.397, -3.167], [4.547, 3.218, -3.642], [-3.361, 1.853, 2.786], [4.534, -2.588, -2.785], [1.032, -3.711, 3.964], [-5.067, 4.565, -1.355], [-4.595, 5.206, 1.042], [-2.572, -2.502, -1.297], [3.756, 3.551, -2.547], [5.463, -5.218, -2.680], [-4.482, 1.814, 3.837], [3.479, -3.901, 3.541], [3.290, -1.635, 1.843], [-2.984, 6.130, -2.288], [4.484, -2.294, 2.032], [-0.147, -2.005, 2.780], [-1.331, 0.993, 2.838], [-2.301, 0.676, 4.258], [3.548, -4.765, 4.188], [-5.585, 5.637, 1.216], [3.479, 4.573, -2.330], [-2.117, 4.501, 0.826], [-5.469, 2.000, 3.416], [-4.706, 0.956, 1.302], [-1.085, -1.534, 2.509], [-2.696, 2.998, 0.112], [-4.319, 2.516, 4.660], [-3.889, 5.836, 1.587], [5.369, -1.935, 1.521], [2.014, 2.586, 2.074], [-2.649, 6.627, -0.237], [-3.675, -0.184, 2.158], [5.839, -6.234, -2.629], [3.595, -5.755, -1.835], [5.490, 1.584, -4.687], [2.704, 2.729, -0.867], [-3.364, 4.129, 3.948], [-3.014, 0.817, 0.872], [0.891, -5.014, -3.279], [4.904, 3.986, -4.318], [-5.873, 3.933, -1.002], [0.367, -5.383, 1.610], [-5.383, 4.028, -3.413], [-5.314, 3.763, 2.455], [-4.943, 3.082, 0.884], [1.071, -4.567, 4.629], [-1.587, 2.274, 4.011], [-1.152, 1.200, -0.219], [-2.166, 6.731, -2.659], [2.266, -0.167, 0.834], [3.878, -0.364, 0.357], [5.527, -3.912, 2.985], [-4.503, 0.820, 4.287], [2.045, -3.852, 0.649], [-1.075, -6.751, 0.118], [7.302, -4.430, -3.553], [-0.784, -6.566, -2.340], [-1.081, -3.433, 4.113], [6.448, -2.110, -3.617]], "forces_ev_per_angstrom": [[1.08, 0.00, 0.53], [-0.06, 0.05, -0.09], [-0.30, -0.35, -0.38], [0.02, 0.15, 0.06], [-0.01, 0.00, 0.07], [-0.19, 0.16, 0.04], [-0.02, 0.04, -0.02], [-0.29, 0.38, 0.12], [-0.08, -0.07, 0.11], [0.16, 0.12, -0.03], [0.08, -0.07, 0.08], [-0.62, 0.26, -0.10], [-0.35, 0.02, 0.05], [0.01, -0.01, 0.13], [0.20, 0.03, -0.16], [-0.08, 0.06, 0.12], [-0.04, -0.08, -0.08], [0.34, -0.39, 0.07], [0.14, 0.05, 0.33], [-0.04, -0.04, 0.04], [0.01, 0.05, 0.00], [-0.01, 0.04, 0.08], [0.04, 0.03, 0.00], [0.01, -0.03, -0.05], [-0.14, -0.06, -0.02], [0.06, 0.13, -0.10], [-0.01, 0.07, 0.00], [0.04, 0.07, -0.08], [0.02, 0.03, -0.03], [0.00, -0.14, 0.16], [0.07, 0.05, -0.13], [0.00, -0.28, -0.16], [0.07, 0.04, 0.01], [0.00, 0.05, -0.06], [-0.09, 0.06, 0.04], [0.29, -0.34, -0.13], [0.19, -0.13, -0.04], [-0.10, -0.11, 0.02], [-0.15, 0.27, 0.00], [-0.05, 0.25, -0.16], [0.02, 0.02, 0.00], [-0.02, -0.09, 0.08], [0.23, -0.11, -0.03], [-0.08, -0.18, 0.03], [0.00, -0.16, -0.03], [-0.10, 0.10, -0.10], [-0.05, -0.05, -0.07], [-0.04, -0.03, -0.07], [0.02, 0.06, -0.06], [0.05, 0.01, -0.05], [-0.20, 0.27, 0.00], [0.11, -0.11, 0.02], [-0.01, 0.04, 0.03], [0.02, 0.05, -0.02], [-0.04, -0.10, -0.23], [0.00, -0.03, -0.02], [0.22, 0.03, -0.07], [-0.05, -0.03, 0.07], [-0.13, 0.06, -0.02], [-0.16, 0.12, -0.09], [0.02, 0.00, 0.04], [0.10, -0.19, 0.11], [0.03, -0.11, 0.03], [0.06, 0.00, -0.11], [0.01, -0.03, -0.01], [-0.02, -0.02, 0.01], [-0.01, 0.02, -0.02], [0.00, 0.01, 0.00], [0.05, -0.03, 0.08], [0.00, -0.01, -0.01], [-0.02, 0.03, 0.01], [-0.04, 0.07, -0.04], [-0.08, 0.08, 0.03], [0.02, 0.02, 0.00], [-0.01, -0.02, 0.03], [0.02, -0.02, -0.02], [0.03, -0.02, 0.01], [0.01, 0.02, 0.00], [0.01, -0.01, -0.02], [0.01, 0.00, 0.00], [0.00, -0.01, 0.01], [0.01, 0.00, 0.01], [-0.01, -0.02, 0.02], [0.01, 0.00, 0.00], [0.04, -0.01, 0.02], [-0.01, 0.00, 0.00], [0.00, 0.00, 0.00], [0.00, -0.02, -0.01], [0.00, -0.02, 0.06], [0.00, -0.02, 0.00], [0.03, 0.06, 0.02], [-0.03, -0.02, 0.02], [0.01, 0.02, 0.01], [-0.05, 0.01, 0.01], [0.02, -0.03, -0.07], [0.01, 0.01, 0.00], [-0.22, 0.02, 0.19], [-0.02, -0.02, -0.01], [0.01, 0.00, 0.00], [-0.01, -0.01, -0.01], [0.03, 0.02, 0.04], [0.00, -0.02, 0.01], [0.01, -0.01, 0.00], [0.00, -0.01, 0.00], [0.00, 0.01, 0.02], [0.00, 0.02, 0.00]], "mulliken_charge": [1.261, -0.073, -0.074, -0.113, -0.263, -0.722, -0.731, -1.073, -0.028, 0.223, -0.095, -0.664, 0.255, -0.265, -0.244, 1.510, -1.069, 0.687, 0.774, -1.979, -0.117, -0.599, -0.777, -0.108, -1.316, -0.658, -0.880, -0.623, -0.632, 1.615, -1.165, 0.398, 1.810, -0.189, -0.446, 0.238, 0.385, 0.089, -0.596, 0.055, -1.321, 0.552, -2.391, -0.776, -0.026, -1.008, 0.237, 0.479, -0.294, 2.346, 0.039, -0.826, 0.131, -1.372, -0.335, -0.841, -0.585, -2.083, -1.070, 0.344, -0.960, -0.576, -0.179, 0.013, 0.497, 0.368, 0.339, 0.408, 0.548, 0.373, 0.382, 0.685, 0.386, 0.419, 0.402, 0.434, 0.506, 0.420, 0.499, 0.359, 0.413, 0.448, 0.217, 0.625, 0.125, 0.466, 0.381, 0.358, 0.350, 0.387, 0.523, 0.526, 0.373, 0.261, -0.375, 0.415, -0.105, 0.189, 0.374, 0.537, 0.159, 0.386, 0.358, 0.467, 0.402, 0.414]}

***

Number 1: largest force on an atom 3.43 eV/Å. Number 2: largest force on an atom 1.20 eV/Å.